Record 1
Formula: C46H52MnN14OS3
Source: OMol25
Level of theory: wB97M-V/def2-TZVPD

Geometry as XYZ:
```
117
Properties=species:S:1:pos:R:3:forces:R:3
Mn 1.595522 0.254981 0.440196 0.14 0.83 0.02
C 5.824488 -3.111292 -0.189921 -0.32 -0.54 -0.96
N 5.062688 -2.263407 0.729232 -0.21 0.34 -0.05
C 5.052045 -2.841604 2.041363 -0.13 -1.08 1.69
C 4.227696 -1.252931 0.405698 -0.65 0.39 -0.78
N 3.090611 -0.978602 1.037545 1.57 -0.40 -1.25
N 4.647700 -0.438865 -0.676962 -0.56 -1.15 1.13
C 3.838634 0.024937 -1.698461 -1.37 -0.07 0.05
N 4.584614 0.517854 -2.698286 -0.90 -0.33 -0.19
N 2.532444 -0.056120 -1.663850 1.62 0.17 0.87
H 5.383113 -4.142490 -0.337976 0.04 1.16 0.48
H 6.833435 -3.272906 0.162541 0.24 0.18 0.25
H 5.876703 -2.675750 -1.179023 0.03 0.17 -0.17
H 6.054108 -2.730050 2.524489 -0.71 -0.14 -0.44
H 4.837552 -3.930504 1.920393 0.15 0.71 0.40
H 4.304735 -2.421016 2.754901 0.57 -0.14 -0.76
H 2.839272 -1.767113 1.607853 -0.27 -0.13 0.31
H 5.614756 -0.540923 -0.943139 0.06 -0.09 0.31
H 5.534481 0.677031 -2.556893 1.68 0.26 0.19
H 4.182754 1.088063 -3.393184 -0.61 0.47 -0.77
H 2.122996 0.354357 -2.488986 -0.17 0.04 -0.15
N 0.364779 1.578345 -0.365162 0.67 -0.90 0.59
S -0.997249 2.103322 -0.535358 -0.84 0.90 0.02
N -2.066180 1.442202 -1.593148 0.59 -0.78 -0.11
S -2.133797 -0.125873 -1.798558 -0.40 1.60 0.58
N -2.059224 -0.953461 -0.511630 -0.01 0.23 0.04
S -0.913277 -1.770780 0.234016 -1.13 -1.30 0.22
N 0.427189 -1.257640 0.457957 0.72 0.26 0.07
C -1.875098 -2.108686 1.721598 0.57 0.14 0.10
C -1.842353 -3.363735 2.308483 0.11 -0.52 -0.89
C -2.616938 -3.600566 3.426531 0.20 -0.26 -0.14
C -3.359041 -2.595821 3.963747 -0.40 1.07 0.40
C -3.317705 -1.311888 3.425491 -0.48 0.31 0.35
C -2.549769 -1.038519 2.321868 0.25 0.11 -1.14
C -0.918431 -3.315400 -0.682456 1.35 0.27 0.24
C 0.294742 -3.696834 -1.271211 -1.24 -1.31 0.09
C 0.300589 -4.858681 -2.064574 -0.26 0.98 0.36
C -0.855720 -5.584940 -2.254146 -0.17 0.15 0.58
C -2.013360 -5.224050 -1.577905 -0.75 -0.33 -0.57
C -2.062358 -4.071967 -0.815990 -0.61 -0.24 -0.42
C -3.779600 -0.371931 -2.336198 -1.02 -0.10 0.11
C -4.285350 0.284282 -3.455570 1.78 0.25 -0.80
C -5.597003 0.130419 -3.793963 -1.41 0.08 0.02
C -6.462835 -0.580860 -2.951817 0.97 -0.60 0.17
C -5.985008 -1.223118 -1.792722 -0.46 0.32 -0.94
C -4.622497 -1.119279 -1.518395 -0.02 -0.26 0.77
C -1.069301 -0.655820 -3.088777 0.04 0.18 -0.06
C -1.245597 -1.941109 -3.569666 0.61 -0.50 -0.76
C -0.439254 -2.387928 -4.614437 0.56 0.77 0.36
C 0.515899 -1.510946 -5.194260 -1.96 -0.78 0.37
C 0.570120 -0.209197 -4.776845 0.13 0.95 0.90
C -0.171630 0.216727 -3.661619 0.53 1.55 0.21
C -2.006600 2.289769 0.978009 0.04 -0.31 -0.94
C -3.395956 2.416208 0.970848 0.57 -0.88 0.40
C -4.052070 2.452641 2.187658 0.01 0.83 0.06
C -3.333519 2.592960 3.383901 -0.04 0.08 -0.72
C -1.949488 2.521421 3.355858 0.21 0.33 0.22
C -1.295175 2.301265 2.138579 -0.01 0.51 0.94
C -0.893137 3.787030 -1.185287 0.22 -0.59 0.31
C -0.067983 4.712193 -0.504513 -0.98 -0.48 -0.76
C 0.017169 6.011544 -1.008929 0.39 0.20 1.15
C -0.773586 6.380217 -2.088738 -0.17 -0.23 -0.67
C -1.489825 5.403804 -2.780072 0.12 -0.09 -0.04
C -1.553315 4.075095 -2.360285 -0.31 0.23 -0.56
H -1.337820 -4.215857 1.845498 0.03 0.42 0.07
H -2.704084 -4.578441 3.837526 0.19 -0.64 0.22
H -3.983308 -2.770171 4.818867 -0.23 -0.16 0.22
H -3.961461 -0.540361 3.839213 0.26 -0.02 0.05
H -2.513159 -0.049284 1.839238 -0.19 -0.56 0.45
H 1.196769 -3.190841 -1.043538 0.63 0.70 -0.01
H 1.185205 -5.170612 -2.566615 0.68 -0.11 -0.18
H -0.862455 -6.450617 -2.880881 0.07 -0.40 -0.27
H -2.927954 -5.817051 -1.726162 0.49 0.31 0.19
H -3.031791 -3.787398 -0.432836 0.11 0.22 0.37
H -3.593331 0.823289 -4.124792 -0.46 -0.15 0.41
H -6.032880 0.575451 -4.696718 0.47 -0.13 0.36
H -7.464104 -0.725925 -3.301014 -0.54 0.06 0.22
H -6.695932 -1.810443 -1.183494 0.76 0.40 -0.26
H -4.192587 -1.586858 -0.634238 -0.26 0.05 -0.19
H -1.977534 -2.591671 -3.137858 -0.35 -0.31 0.12
H -0.531401 -3.407839 -4.949780 -0.05 -0.06 -0.17
H 1.040652 -1.808452 -6.066660 0.59 -0.36 -0.49
H 1.193250 0.505519 -5.300959 0.08 -0.03 0.10
H -0.045519 1.250946 -3.210950 -0.26 -1.32 -0.86
H -3.912930 2.348491 0.050452 -0.61 0.13 -0.75
H -5.130394 2.563651 2.220851 0.06 -0.17 -0.11
H -3.915671 2.861298 4.250122 0.24 -0.22 0.42
H -1.337299 2.747496 4.236414 -0.42 -0.37 -0.24
H -0.233874 2.225204 2.105822 0.64 -0.08 0.07
H 0.398494 4.382408 0.410082 0.30 0.21 0.11
H 0.667067 6.747307 -0.485760 -0.68 -0.54 -0.44
H -0.845786 7.408869 -2.450830 0.32 -0.33 0.22
H -1.981349 5.657015 -3.697677 -0.31 0.27 -0.23
H -2.110152 3.310264 -2.954576 0.55 0.86 0.79
N 3.667507 5.194352 0.027450 -0.70 1.21 -1.21
C 3.854667 4.005119 0.581782 0.85 -0.43 0.44
C 2.955599 2.963929 0.264958 -0.07 -0.05 0.07
N 3.003303 1.836610 0.950918 0.72 -0.25 -0.11
C 3.980578 1.692953 1.879683 -0.12 0.36 0.01
C 4.933957 2.705357 2.069051 -0.07 -0.68 0.93
N 4.902691 3.852740 1.436018 -1.43 0.45 -1.16
H 3.008450 5.322887 -0.731222 0.13 -0.20 0.33
H 4.275532 5.970117 0.180475 0.53 0.09 0.31
H 2.162766 3.063367 -0.490179 0.49 0.03 0.40
H 3.941429 0.811183 2.501840 0.12 0.05 -0.14
H 5.731547 2.649399 2.831559 -0.50 -0.46 -0.50
C 0.331873 0.113810 6.049693 0.46 1.13 -0.39
N 0.742907 0.722651 4.787633 -0.57 -1.27 -1.16
C 0.917218 0.066962 3.595067 -0.53 -0.47 2.96
N 0.718206 -1.291817 3.558870 0.44 1.15 -0.24
O 1.323483 0.727034 2.652879 0.52 0.30 -1.98
H 0.304828 0.929546 6.755690 -0.02 0.11 0.39
H 1.115180 -0.551402 6.355187 0.01 -0.77 0.42
H -0.670352 -0.301787 6.040208 0.00 -0.34 -0.25
H 1.058334 1.669691 4.736583 -0.03 0.33 0.22
H 0.085491 -1.714207 4.216312 0.02 -0.20 -0.04
H 0.814518 -1.657961 2.620915 -0.53 -0.23 0.16
```
Positions in Å, forces in eV/Å.

Maximum force = 0.059 hartree/bohr
Charge = +3
E_LUMO (alpha / beta) = -0.295 / -0.251 hartree
Expectation value of S² = 6.0505
Gap between HOMO and LUMO (alpha / beta) = 6.9 / 8.1 eV
ΔE to the lowest compared entry with this formula, charge and spin = 22.3 kcal per mole
E_tot = -4970.54334 hartree
Multiplicity = 5

Mulliken atomic charge list, values in e, 6 entries: number 1, Mn, carries -0.811; number 2, C, carries -1.011; number 3, N, carries 0.077; number 4, C, carries -1.110; number 5, C, carries 0.087; number 6, N, carries 0.896


Record 2
Formula: C25H49F5NO6S
Source: OMol25
Level of theory: wB97M-V/def2-TZVPD

Geometry as XYZ:
```
87
Properties=species:S:1:pos:R:3:forces:R:3
C -2.874338 3.478800 1.708592 -0.13 0.59 0.88
O -4.080938 3.165547 0.948731 1.91 0.20 -0.24
C -3.739447 3.366061 -0.447015 0.25 0.20 -0.47
C -3.599229 2.020773 -1.305843 -0.22 -0.02 0.05
C -3.985451 0.679917 -0.525927 -0.06 0.00 -0.56
C -2.849441 0.314550 0.531283 -0.45 -0.07 0.60
C -2.534199 -1.263756 0.633027 0.69 0.73 -0.35
C -1.323986 -1.555181 -0.387028 -1.21 -1.43 -0.49
C 0.049469 -1.967520 0.297575 -0.13 -0.37 -0.91
C 1.129585 -0.797773 0.448706 -0.33 -1.69 1.73
S 1.350672 0.257291 -1.057712 -0.78 7.20 1.01
O 0.254522 1.319958 -1.067103 1.78 -4.01 -0.27
O 2.650948 1.011879 -1.103779 -1.92 -3.36 0.11
C 1.206824 -0.648082 -2.681956 -0.96 -0.81 -2.68
F 0.011547 -0.226612 -3.311766 2.26 -1.12 1.48
F 1.222018 -2.045733 -2.591011 -0.20 2.42 0.15
C 2.377131 -0.267954 -3.735437 -0.08 -0.69 -0.70
F 3.565325 -0.812322 -3.263900 -2.01 1.55 -1.08
F 2.436788 1.080674 -4.024727 0.23 -2.94 0.80
F 2.045601 -0.948448 -4.921699 0.83 1.44 2.23
C 2.541938 -1.503088 0.743483 -0.18 0.50 -0.39
C 3.465489 -0.834643 1.857101 2.60 -2.22 -0.61
C 4.122693 -2.070188 2.696744 0.17 0.64 -1.04
C 4.740385 -0.152316 1.132699 -0.02 0.77 1.15
N 2.804817 0.035202 2.850859 -0.69 1.23 -1.87
O 3.031855 1.311278 2.687059 0.19 -1.10 0.46
C 1.351877 -0.216071 3.029888 -1.93 1.21 1.26
C 0.839769 0.896500 4.102083 -0.65 -1.05 0.32
C 0.967570 -1.624937 3.663754 1.58 -0.58 -0.15
C 0.611804 0.143402 1.659558 0.38 0.56 -0.02
H -2.663327 4.598866 1.615103 -0.06 -1.48 0.04
H -3.031155 3.274778 2.816572 -0.12 0.07 -1.44
H -1.969295 2.882298 1.374023 -1.06 0.68 0.21
H -2.728320 3.905864 -0.460791 -1.55 -0.50 -0.34
H -4.546230 4.032172 -0.903041 1.08 -0.84 0.61
H -2.515457 1.910123 -1.650565 -1.42 0.13 0.39
H -4.246782 2.158695 -2.238849 0.86 -0.37 1.23
H -4.078997 -0.136972 -1.330653 0.32 1.00 1.19
H -5.022905 0.740778 -0.040539 1.56 0.07 -0.58
H -3.138912 0.696493 1.563632 0.17 -0.37 -1.32
H -1.917505 0.911799 0.228627 -1.13 -1.14 0.46
H -3.457226 -1.899713 0.393670 1.32 1.01 0.19
H -2.191777 -1.572156 1.677452 -0.54 0.54 -1.18
H -1.659867 -2.458747 -1.014242 0.64 1.24 0.82
H -1.280363 -0.681420 -1.104840 0.31 -1.00 0.88
H -0.211952 -2.418708 1.320055 0.69 1.00 -1.29
H 0.550396 -2.831592 -0.271087 -0.80 1.30 0.60
H 2.343916 -2.582772 1.031389 0.11 1.34 -0.44
H 3.136728 -1.504997 -0.237598 -0.76 -0.17 1.45
H 4.592211 -1.634233 3.635401 -0.60 -0.78 -1.13
H 3.360576 -2.881263 2.903955 1.01 0.98 0.03
H 4.939737 -2.482405 2.004135 -1.14 0.32 1.24
H 5.532611 0.025031 1.938506 -1.02 -0.19 -1.07
H 4.507956 0.857497 0.682668 0.09 -1.31 0.43
H 5.205577 -0.827844 0.351340 -0.86 0.61 0.96
H 0.376289 1.798236 3.598644 0.86 -0.97 0.63
H 0.011649 0.377631 4.706023 1.08 0.93 -0.81
H 1.655764 1.180468 4.840818 -0.99 -0.27 -1.19
H 1.202049 -2.492267 2.951684 -0.57 1.19 1.01
H -0.099766 -1.690120 4.034489 1.23 0.27 -0.73
H 1.663296 -1.793851 4.562584 -1.09 0.32 -1.15
H -0.504549 0.048728 1.852634 1.38 -0.13 -0.62
H 0.790908 1.254540 1.440829 -0.02 -1.64 0.34
C -3.779457 -5.887690 -3.434896 -0.25 0.09 -0.13
C -2.793557 -4.842632 -2.936916 0.12 -0.68 0.16
C -1.359631 -5.337269 -3.047269 0.21 0.19 -0.05
O -3.083379 -4.526449 -1.575885 -0.05 0.34 0.08
H -3.711307 -6.803369 -2.838902 0.14 0.02 -0.05
H -4.805394 -5.523423 -3.339411 0.10 0.03 -0.06
H -3.593579 -6.138667 -4.482023 -0.02 -0.03 0.07
H -2.910161 -3.922469 -3.515405 -0.04 0.04 0.23
H -1.208504 -6.234127 -2.437886 -0.11 -0.04 -0.09
H -0.663084 -4.580717 -2.675766 -0.06 0.01 -0.09
H -1.101231 -5.571761 -4.082729 0.02 -0.01 0.07
H -2.983533 -5.333026 -1.054560 -0.02 0.08 -0.11
C 1.708034 3.847192 -0.316034 -0.10 0.07 0.02
C 1.081125 5.212178 -0.549459 0.71 -0.11 0.38
C 2.110942 6.217896 -1.040462 -0.11 0.25 -0.20
O 0.500358 5.683453 0.667056 -0.40 0.11 0.01
H 2.490652 3.902348 0.448741 0.08 0.12 -0.10
H 0.962587 3.138552 0.045263 0.05 0.14 -0.14
H 2.144908 3.454166 -1.235480 -0.04 -0.04 0.12
H 0.274131 5.125345 -1.282089 -0.09 0.08 0.20
H 2.906027 6.354517 -0.300502 0.00 -0.15 -0.03
H 1.649008 7.196873 -1.193363 -0.01 -0.09 -0.04
H 2.562254 5.893425 -1.981355 0.01 0.02 0.07
H 1.205911 5.763508 1.321059 -0.06 -0.06 -0.12
```
Positions in Å, forces in eV/Å.

Maximum force = 0.142 hartree/bohr
E_LUMO (alpha / beta) = 0.013 / -0.006 hartree
Expectation value of S² = 0.7543
Gap between HOMO and LUMO (alpha / beta) = 9.3 / 9.2 eV
ΔE to the lowest compared entry with this formula, charge and spin = 105.3 kcal per mole
E_tot = -2385.40417 hartree
Multiplicity = 2

Mulliken atomic charge list, values in e, 6 entries: number 1, C, carries -0.516; number 2, O, carries -0.428; number 3, C, carries -0.264; number 4, C, carries -0.404; number 5, C, carries -0.816; number 6, C, carries 0.292


E_tot of number 1 (C46H52MnN14OS3)?
-4970.54334 hartree